Below is a single C7H7N3OS molecule at a distorted geometry, with properties calculated with ωB97M-V with the def2-TZVPD basis set.

Each line ends with the natural charge from an NBO analysis.
Geometry (Å):
C -0.186 2.429 0.161  0.179
C 0.598 1.691 0.757  -0.136
C -1.849 0.541 -1.780  -0.206
C 0.300 -0.557 -0.993  0.718
C 0.587 -2.094 0.931  0.171
C 1.315 0.458 0.922  -0.446
C 0.188 -0.638 0.477  -0.390
N -1.071 3.091 -0.618  -0.834
N -0.138 -2.744 1.721  -0.616
N -0.887 -0.378 -1.763  -0.646
O 1.247 -0.839 -1.690  -0.520
S -2.277 2.007 -1.504  0.632
H 1.613 -2.381 0.606  0.162
H 2.339 0.569 0.314  0.258
H 1.507 0.187 1.969  0.232
H -0.677 -0.466 1.130  0.277
H -1.640 3.763 -0.181  0.386
H 0.106 -3.614 2.039  0.356
H -1.077 -1.026 -2.499  0.423

Results
E_tot: -908.425037 a.u.
Strongest force on any atom: 3.93 eV/Å
ΔE to the lowest compared entry with this formula, charge and spin: 552.46 kJ/mol
Kohn-Sham gap: 8.5 eV